{
  "formula": "C15H22N2O3",
  "method": "the ωB97M-V functional and the def2-TZVPD basis",
  "e_homo_ha": -0.3239,
  "gap_ev": 9.26,
  "e_lumo_ev": 0.45,
  "largest_force_ev_per_a": 5.4,
  "total_charge": 0,
  "relative_energy_kj_mol": 396.17,
  "smiles": "CC[C@H](C)[C@H](N)C(=O)N[C@@H](Cc1ccccc1)C(=O)O",
  "elements": ["O", "O", "O", "N", "N", "C", "C", "C", "C", "C", "C", "C", "C", "C", "C", "C", "C", "C", "C", "C", "H", "H", "H", "H", "H", "H", "H", "H", "H", "H", "H", "H", "H", "H", "H", "H", "H", "H", "H", "H", "H", "H"],
  "positions_angstrom": [[-4.54, -0.17, 1.08], [-1.15, 2.58, 1.36], [-4.54, -0.66, -1.13], [-0.04, 2.92, -1.26], [-1.82, 0.52, 0.72], [1.70, -2.46, -0.97], [0.21, -1.95, 1.37], [-4.00, -0.27, 0.03], [-0.17, 1.64, -0.71], [0.28, -2.22, -1.01], [1.12, 0.82, -0.49], [2.08, 1.64, 0.45], [2.28, -2.60, 0.23], [-1.03, 1.60, 0.52], [1.52, -2.35, 1.33], [1.90, 0.79, -1.83], [-2.02, -1.71, 0.12], [-2.49, -0.28, -0.24], [1.91, 1.30, 2.04], [-0.47, -1.93, 0.10], [-2.47, -1.88, 1.10], [-0.68, 0.94, -1.46], [2.21, 0.28, 2.45], [3.15, 1.57, 0.16], [2.60, 1.99, 2.65], [1.83, 2.74, 0.38], [-0.29, -2.25, -1.87], [2.18, -2.44, -1.98], [-5.56, -0.52, -0.80], [2.74, 0.21, -1.93], [0.60, 3.18, -1.97], [0.99, 1.71, 2.38], [1.37, 0.31, -2.79], [2.22, 1.80, -2.14], [-2.71, -2.30, -0.61], [-0.24, -1.65, 2.31], [-2.25, 0.03, -1.32], [-2.30, 0.67, 1.67], [-0.10, 3.77, -0.61], [3.33, -2.77, 0.46], [0.78, -0.12, -0.08], [1.89, -2.48, 2.31]],
  "mulliken_charge": [-0.543, -0.753, -0.455, -0.514, 0.089, -0.621, -0.202, 0.020, 0.366, 0.212, 3.442, -0.874, -0.562, -0.296, -0.516, -1.785, -1.626, 0.495, -1.023, -0.194, 0.493, -0.166, 0.191, 0.444, 0.376, 0.209, 0.526, 0.432, 0.419, 0.562, 0.295, 0.324, 0.223, 0.479, 0.470, 0.358, 0.513, 0.343, 0.292, 0.370, -2.283, 0.468]
}

{
  "formula": "C34H30BIN2O8",
  "method": "the ωB97M-V functional and the def2-TZVPD basis",
  "e_homo_ha": -0.3405,
  "gap_ev": 8.30,
  "e_lumo_ev": -0.97,
  "largest_force_ev_per_a": 1.2,
  "total_charge": 0,
  "smiles": "O=C1c2ccccc2C(=O)c2ccccc21.O=C1c2ccccc2C(=O)c2ccccc21.C[C@H](O)CNCCOB(I)CON=O",
  "elements": ["I", "O", "O", "O", "O", "O", "O", "O", "O", "N", "N", "C", "C", "C", "C", "C", "C", "C", "C", "C", "C", "C", "C", "C", "C", "C", "C", "C", "C", "C", "C", "C", "C", "C", "C", "C", "C", "C", "C", "C", "C", "C", "C", "C", "C", "B", "H", "H", "H", "H", "H", "H", "H", "H", "H", "H", "H", "H", "H", "H", "H", "H", "H", "H", "H", "H", "H", "H", "H", "H", "H", "H", "H", "H", "H", "H"],
  "positions_angstrom": [[0.10, 1.77, 1.29], [4.05, 8.97, 1.93], [-0.80, -0.54, -1.24], [-4.02, -4.37, -5.88], [5.84, 3.97, 1.24], [-0.73, -8.28, -4.28], [-0.45, -1.17, 2.22], [-2.29, -1.48, -2.43], [-3.03, 1.69, 5.94], [-1.94, -1.36, -1.32], [-2.49, -0.85, 5.24], [-4.40, 1.99, 3.94], [6.30, 6.15, 2.01], [-4.78, -7.00, -6.44], [-1.46, -7.39, -4.67], [-3.59, -6.69, -5.79], [1.39, 6.09, 0.48], [0.07, -5.64, -3.79], [-3.03, -9.03, -5.67], [4.02, 5.46, 1.08], [-1.12, -5.96, -4.44], [-1.97, -4.94, -4.87], [2.23, 7.07, 0.98], [-3.78, -0.36, 4.75], [3.55, 6.76, 1.28], [-4.21, -9.34, -6.33], [5.43, 5.10, 1.43], [0.10, -1.07, -0.23], [-0.99, -0.58, 3.41], [-5.09, -8.33, -6.71], [-4.08, 1.12, 5.18], [8.43, 6.79, 2.93], [1.86, 4.80, 0.27], [-2.72, -7.70, -5.39], [7.98, 8.10, 3.06], [6.69, 8.43, 2.68], [4.45, 7.83, 1.80], [-1.75, -1.61, 4.22], [-3.26, -5.26, -5.54], [5.84, 7.46, 2.16], [3.18, 4.49, 0.57], [-1.61, -3.61, -4.68], [-0.42, -3.30, -4.05], [7.60, 5.82, 2.40], [0.42, -4.32, -3.60], [-0.14, -0.38, 1.19], [-5.47, 1.96, 3.78], [-0.22, -0.17, 4.05], [0.72, -6.43, -3.45], [9.43, 6.53, 3.23], [-2.65, -1.43, 6.05], [-2.26, -2.82, -5.03], [-4.97, 1.13, 5.81], [-0.14, -2.26, -3.91], [1.09, -0.78, -0.56], [1.35, -4.07, -3.10], [-4.62, -1.00, 5.01], [8.63, 8.86, 3.47], [-6.01, -8.57, -7.21], [-2.44, -2.18, 3.60], [-5.46, -6.21, -6.73], [-1.07, -2.30, 4.71], [1.21, 4.03, -0.13], [-4.09, 3.01, 4.16], [-3.89, 1.65, 3.05], [-2.43, 2.12, 5.32], [-4.45, -10.37, -6.55], [3.55, 3.48, 0.41], [7.94, 4.80, 2.29], [0.36, 6.33, 0.25], [6.33, 9.45, 2.79], [1.86, 8.07, 1.14], [-3.72, -0.34, 3.67], [-1.70, 0.20, 3.16], [-2.35, -9.81, -5.37], [0.05, -2.15, -0.18]],
  "mulliken_charge": [-0.039, -0.659, -0.147, -0.660, -0.663, -0.662, -0.391, -0.321, -0.566, 0.190, -0.218, -1.399, 0.229, -0.562, 0.570, 0.174, -0.761, -0.565, -0.560, 0.346, 0.238, 0.276, -0.533, -0.885, 0.231, -0.469, 0.554, -0.462, 0.034, -0.466, 0.289, -0.464, -0.774, 0.209, -0.464, -0.565, 0.613, -0.882, 0.550, 0.171, -0.784, -0.677, -0.495, -0.554, -0.596, 0.515, 0.352, 0.350, 0.480, 0.395, 0.262, 0.491, 0.460, 0.543, 0.265, 0.437, 0.379, 0.396, 0.400, 0.316, 0.472, 0.386, 0.890, 0.378, 0.313, 0.322, 0.399, 0.493, 0.468, 0.402, 0.472, 0.477, 0.322, -0.015, 0.470, 0.280]
}

{
  "formula": "C4H8NO3",
  "method": "the ωB97M-V functional and the def2-TZVPD basis",
  "e_homo_ha": -0.1456,
  "gap_ev": 7.33,
  "e_lumo_ev": 3.37,
  "largest_force_ev_per_a": 6.5,
  "total_charge": -1,
  "relative_energy_kj_mol": 233.41,
  "elements": ["O", "O", "O", "N", "C", "C", "C", "C", "H", "H", "H", "H", "H", "H", "H", "H"],
  "positions_angstrom": [[1.15, 2.12, -1.56], [2.96, 2.49, -0.26], [-1.18, -2.33, 1.34], [-0.74, -0.80, -0.18], [2.13, 1.89, -0.88], [-1.48, -1.26, 0.85], [2.29, 0.39, -0.74], [-2.66, -0.50, 0.97], [-2.62, 0.69, 0.61], [0.18, -1.34, -0.41], [1.36, -0.07, -0.56], [2.79, -0.02, 0.17], [-0.56, 0.13, -0.42], [-2.79, -0.25, 2.04], [2.76, -0.19, -1.52], [-3.59, -0.97, 0.55]],
  "mulliken_charge": [-0.707, -0.653, -0.654, -0.457, 0.509, 0.571, 0.138, -0.793, 0.236, 0.214, -0.796, 0.353, 0.259, 0.282, 0.284, 0.214]
}

{
  "formula": "C2H6N2S",
  "method": "the ωB97M-V functional and the def2-TZVPD basis",
  "e_homo_ha": -0.3351,
  "gap_ev": 9.84,
  "e_lumo_ev": 0.72,
  "largest_force_ev_per_a": 2.7,
  "total_charge": 0,
  "relative_energy_kj_mol": 109.55,
  "smiles": "[H]/N=C(/C)SN",
  "elements": ["S", "N", "N", "C", "C", "H", "H", "H", "H", "H", "H"],
  "positions_angstrom": [[0.91, -1.08, -0.40], [2.20, -0.03, -0.81], [-0.29, 1.33, 0.25], [-0.39, 0.07, 0.25], [-1.67, -0.66, 0.52], [0.62, 1.66, 0.18], [-1.48, -1.28, 1.51], [2.07, 0.49, -1.66], [-2.54, 0.04, 0.68], [2.28, 0.71, -0.16], [-1.71, -1.25, -0.36]],
  "mulliken_charge": [0.013, -0.575, -0.628, 0.574, -0.957, 0.202, 0.265, 0.280, 0.239, 0.256, 0.331]
}

{
  "formula": "C20H48O2",
  "method": "the ωB97M-V functional and the def2-TZVPD basis",
  "e_homo_ha": -0.3781,
  "gap_ev": 11.04,
  "e_lumo_ev": 0.75,
  "largest_force_ev_per_a": 1.3,
  "total_charge": 0,
  "smiles": "CCCCCC.CCCCCC.CCCCCC.OCCO",
  "elements": ["O", "O", "C", "C", "C", "C", "C", "C", "C", "C", "C", "C", "C", "C", "C", "C", "C", "C", "C", "C", "C", "C", "H", "H", "H", "H", "H", "H", "H", "H", "H", "H", "H", "H", "H", "H", "H", "H", "H", "H", "H", "H", "H", "H", "H", "H", "H", "H", "H", "H", "H", "H", "H", "H", "H", "H", "H", "H", "H", "H", "H", "H", "H", "H", "H", "H", "H", "H", "H", "H"],
  "positions_angstrom": [[-1.78, -5.18, -4.76], [-3.46, -4.27, -2.85], [-0.10, -5.73, 1.73], [0.66, -4.45, 2.00], [-0.18, -3.49, 2.84], [0.72, -6.79, 0.99], [-1.39, -5.41, -3.40], [0.64, 5.05, 1.30], [-2.09, -4.40, -2.54], [-0.37, 1.00, -2.41], [1.71, -2.14, -1.34], [0.46, -2.14, 3.11], [1.60, 8.30, -0.63], [-0.34, 2.17, -1.45], [-0.82, 3.47, -2.06], [-0.44, 3.59, 3.10], [1.71, 6.86, -0.14], [-0.04, -0.34, -1.73], [-0.65, 4.59, 1.97], [-0.55, -1.13, 3.70], [1.43, -0.71, -1.81], [0.46, 6.39, 0.59], [0.17, 7.08, 1.39], [-1.57, -3.44, -2.67], [-1.90, 3.45, -2.18], [-1.22, 5.46, 2.34], [-2.00, -4.75, -1.51], [-0.47, -3.96, 3.79], [-0.35, -0.27, -0.68], [-0.02, -0.22, 3.99], [-1.30, -0.88, 2.95], [-1.06, -1.51, 4.59], [2.77, -2.40, -1.33], [1.64, -4.61, 2.45], [1.48, 8.99, 0.20], [1.32, -2.23, -0.32], [1.20, -2.87, -1.98], [-1.37, 4.18, 1.25], [-3.52, -3.79, -3.67], [2.06, -0.01, -1.27], [-1.16, -3.37, 2.36], [-0.99, -5.49, 1.14], [-0.85, 1.93, -0.51], [-0.49, -6.14, 2.66], [-1.92, -6.02, -5.19], [-1.32, 0.98, -2.95], [-1.37, 3.28, 3.57], [0.95, 4.28, 0.58], [-0.33, 3.66, -3.02], [-0.53, 4.35, -1.47], [0.20, 4.05, 3.86], [0.82, -1.72, 2.17], [0.39, 1.20, -3.17], [-0.30, -5.28, -3.32], [1.84, 6.17, -0.98], [1.11, -6.43, 0.04], [0.19, 2.77, 2.73], [1.54, -7.16, 1.61], [-0.37, 6.33, -0.12], [1.80, -0.64, -2.84], [2.57, 6.81, 0.53], [1.41, 5.11, 2.07], [-1.64, -6.44, -3.14], [0.83, -3.93, 1.05], [-0.69, -1.10, -2.19], [2.46, 8.58, -1.24], [0.72, 8.43, -1.28], [0.69, 2.29, -1.10], [1.28, -2.28, 3.81], [0.10, -7.67, 0.77]],
  "mulliken_charge": [-0.542, -0.563, -0.351, 0.241, -0.842, -1.310, -0.376, -0.359, 0.110, -1.034, -0.599, -0.056, -1.254, -0.218, -0.918, -1.368, -0.343, 0.527, -0.338, -1.323, -0.464, -0.877, 0.491, -0.087, 0.326, 0.428, 0.205, 0.403, 0.132, 0.354, 0.321, 0.357, 0.406, 0.355, 0.318, -0.257, 0.192, 0.229, 0.345, 0.271, 0.318, 0.192, 0.302, 0.349, 0.308, 0.394, 0.388, 0.055, 0.379, -0.030, 0.355, 0.031, 0.345, 0.231, 0.273, 0.271, 0.285, 0.361, 0.254, 0.345, 0.318, 0.477, 0.363, -0.344, -0.311, 0.369, 0.313, 0.180, 0.320, 0.375]
}

{
  "formula": "C50H47ClEuN3OP2S3",
  "method": "the ωB97M-V functional and the def2-TZVPD basis",
  "e_homo_ha": [-0.3668, -0.3772],
  "gap_ev": [7.70, 8.00],
  "e_lumo_ev": [-2.28, -2.27],
  "largest_force_ev_per_a": 4.1,
  "multiplicity": 8,
  "total_charge": 1,
  "relative_energy_kj_mol": 0.00,
  "elements": ["Eu", "Cl", "S", "S", "S", "P", "P", "O", "N", "N", "N", "C", "C", "C", "C", "C", "C", "C", "C", "C", "C", "C", "C", "C", "C", "C", "C", "C", "C", "C", "C", "C", "C", "C", "C", "C", "C", "C", "C", "C", "C", "C", "C", "C", "C", "C", "C", "C", "C", "C", "C", "C", "C", "C", "C", "C", "C", "C", "C", "C", "C", "H", "H", "H", "H", "H", "H", "H", "H", "H", "H", "H", "H", "H", "H", "H", "H", "H", "H", "H", "H", "H", "H", "H", "H", "H", "H", "H", "H", "H", "H", "H", "H", "H", "H", "H", "H", "H", "H", "H", "H", "H", "H", "H", "H", "H", "H", "H"],
  "positions_angstrom": [[0.02, -0.78, -0.06], [1.46, -5.87, -3.07], [-4.20, 3.59, -0.65], [-0.46, 3.29, -3.45], [-2.58, -0.18, -3.37], [0.40, 0.85, 2.75], [3.00, -0.45, 0.37], [-1.14, 0.94, -1.09], [-3.19, -1.88, -0.30], [-2.16, -2.46, 0.37], [0.66, -2.09, -2.16], [-3.92, 2.63, 1.73], [-3.84, 0.13, -4.58], [1.30, -4.12, -3.14], [-2.32, -3.77, 0.26], [-0.63, 4.82, 2.79], [-1.09, 4.00, 5.05], [3.73, 0.91, -0.62], [-0.75, 4.20, -1.14], [0.35, 4.72, -3.06], [2.03, 0.73, 3.64], [4.72, 2.84, -2.38], [4.21, -4.36, -0.13], [-5.30, -2.43, -1.46], [-3.67, 2.15, -3.44], [-1.96, 1.93, -1.53], [-0.07, -1.88, 3.49], [1.44, -3.51, -4.37], [0.87, -1.46, -3.31], [-0.89, -2.98, 3.86], [4.21, -2.01, -1.61], [2.86, 1.66, -1.42], [-1.86, -0.32, 3.84], [-3.50, -4.05, -0.36], [-4.30, 1.40, -4.43], [3.27, 0.97, 2.85], [-0.24, 2.50, 3.39], [3.36, 2.54, -2.32], [4.68, -3.17, -2.16], [-2.70, 1.44, -2.75], [5.61, 2.05, -1.64], [-2.69, -1.34, 4.20], [0.16, 5.08, -1.77], [-0.63, 2.73, 4.77], [3.72, -0.24, 2.04], [-2.23, -2.67, 4.17], [3.77, -2.01, -0.28], [-2.97, 1.93, 0.85], [-4.62, 3.55, 0.99], [-4.02, -2.80, -0.73], [5.14, 1.07, -0.79], [-0.28, 3.54, 2.45], [1.39, -2.08, -4.42], [-0.51, -0.50, 3.47], [-1.15, 3.14, -1.87], [3.74, -3.18, 0.42], [0.89, -3.39, -2.01], [-1.05, 5.09, 4.09], [-1.32, -4.81, 0.81], [4.70, -4.37, -1.44], [-2.96, 2.36, -0.44], [-3.77, 3.21, -3.28], [-3.98, -4.98, -0.77], [3.51, -1.19, 2.56], [6.67, 2.14, -1.69], [-0.38, -4.25, 1.03], [0.65, -0.41, -3.27], [0.70, -3.84, -1.05], [2.69, 3.06, -2.98], [0.54, 6.01, -1.35], [-6.14, -2.77, -0.88], [4.78, -0.13, 1.83], [-1.47, 6.06, 4.36], [4.09, 1.25, 3.49], [-1.09, 4.26, -0.10], [-5.53, 4.08, 1.30], [-2.29, 0.74, 3.85], [-3.13, -0.85, -0.52], [3.33, -3.22, 1.44], [-4.17, 2.46, 2.71], [0.11, 3.23, 1.46], [1.66, -4.05, -5.32], [-0.94, -5.61, 0.19], [1.84, 1.45, -1.34], [0.88, 5.40, -3.71], [2.00, 1.58, 4.33], [-5.40, -2.96, -2.44], [-2.81, -3.54, 4.37], [-3.80, -1.18, 4.27], [-5.21, 1.68, -4.84], [2.17, -0.13, 4.23], [4.14, -5.29, 0.37], [5.11, 3.54, -3.11], [0.98, -2.04, 3.24], [-0.64, 5.58, 2.02], [5.72, 0.30, -0.35], [-1.57, 4.20, 6.01], [5.10, -3.16, -3.16], [-4.20, -0.70, -5.20], [5.05, -5.28, -1.83], [1.51, -1.44, -5.33], [-0.61, 1.99, 5.58], [-1.62, -5.33, 1.71], [-2.36, 1.13, 1.23], [4.25, -1.08, -2.21], [3.21, 1.86, 2.19], [-0.69, -4.02, 3.74], [-5.36, -1.36, -1.69]],
  "mulliken_charge": [0.748, -0.215, -0.098, -0.084, 0.192, 1.663, 1.390, 0.196, 0.433, -0.076, 0.353, -1.191, -0.591, -0.156, 0.326, -0.361, -0.606, -0.319, -0.618, -0.853, -1.183, -0.670, -0.767, -1.235, -0.866, 2.726, -0.081, -0.320, -0.273, -1.118, -0.691, 0.086, -0.167, -0.831, -0.935, -1.068, 0.388, -0.645, -0.770, -0.234, -0.682, -0.842, -0.448, -0.428, -1.183, -0.345, 0.844, 0.510, -0.546, 0.683, -0.388, -0.354, -1.042, -0.299, -0.448, -0.444, -0.354, -0.611, -1.219, -0.684, -0.830, 0.610, 0.330, 0.613, 0.442, 0.106, 0.596, 0.515, 0.366, 0.442, 0.342, 0.626, 0.375, 0.622, 0.336, 0.419, 0.077, -0.086, 0.187, 0.631, 0.117, 0.441, 0.436, 0.485, 0.493, 0.486, 0.305, 0.395, 0.317, 0.465, 0.756, 0.517, 0.395, 0.212, 0.449, 0.467, 0.393, 0.454, 0.456, 0.484, 0.452, 0.429, 0.343, 0.094, 0.236, 0.214, 0.559, 0.232]
}